1.
The following is a quantum chemistry calculation of C39H53As2Br4CaN3O12S3Si3 as an isolated structure in a non-equilibrium geometry, from OMol25.

Values from the calculation:
Net charge ... -2
LUMO ... 3.431 eV
Total energy ... -546776.5624 eV
Frontier orbital gap ... 0.1931 Eh
Multiplicity ... 1
Energy relative to the best compared isomer or geometry (same formula, charge and spin) ... 0.2180 eV

Last column: Löwdin charge in e.
CARTESIAN COORDINATES (ANGSTROEM)
Ca1 0.916 -0.402 -0.316  1.279
O1 -3.083 -5.805 5.508  0.041
N1 -3.139 -4.639 5.154  -0.336
O2 -4.056 -3.899 5.467  0.055
C1 -2.059 -4.118 4.308  -0.087
C2 -1.310 -5.062 3.695  0.063
C3 -0.206 -4.705 2.872  -0.137
C4 0.609 -5.658 2.241  -0.005
C5 1.694 -5.223 1.526  -0.042
C6 1.963 -3.845 1.480  -0.105
N2 1.204 -2.935 2.049  0.177
C7 0.109 -3.351 2.698  -0.134
C8 -0.797 -2.349 3.234  -0.154
N3 -0.566 -1.099 2.827  0.155
C9 -1.314 -0.132 3.298  -0.174
C10 -2.335 -0.355 4.225  -0.045
C11 -2.614 -1.642 4.619  -0.001
C12 -1.855 -2.704 4.097  -0.082
H1 -1.547 -6.105 3.846  0.126
H2 0.368 -6.711 2.322  0.114
H3 2.352 -5.918 1.019  0.102
H4 2.835 -3.467 0.953  0.090
H5 -1.078 0.864 2.937  0.076
H6 -2.906 0.478 4.617  0.100
H7 -3.419 -1.835 5.308  0.095
O3 2.060 -4.389 -2.032  -0.288
As1 0.419 -3.619 -2.055  0.862
O4 -0.603 -4.887 -1.962  -0.485
O5 0.549 -2.523 -0.818  -0.615
C13 0.793 -2.751 -3.781  -0.220
C14 1.678 -3.403 -4.635  -0.089
C15 2.060 -2.821 -5.838  -0.091
C16 1.575 -1.572 -6.197  -0.094
C17 0.677 -0.920 -5.365  -0.069
C18 0.292 -1.512 -4.171  -0.264
S1 -1.037 -0.782 -3.233  0.453
O6 -1.683 -1.959 -2.668  -0.364
O7 -1.878 -0.021 -4.134  -0.320
O8 -0.404 0.074 -2.218  -0.481
H8 1.997 -5.098 -1.382  0.008
H9 2.081 -4.360 -4.338  0.097
H10 2.741 -3.349 -6.494  0.095
H11 1.872 -1.118 -7.135  0.095
H12 0.252 0.038 -5.637  0.109
Br1 4.267 -0.504 6.130  0.625
C19 3.951 -0.603 4.258  -0.775
C20 4.835 -1.268 3.441  -0.782
Br2 6.424 -2.046 4.132  0.622
C21 4.544 -1.368 2.066  -0.640
Br3 5.689 -2.314 0.873  0.688
C22 3.389 -0.843 1.493  -0.466
O9 3.079 -1.037 0.253  -0.352
C23 2.490 -0.048 2.338  -0.458
O10 1.501 0.558 1.785  -0.291
C24 2.801 -0.002 3.704  -0.613
Br4 1.588 0.950 4.823  0.728
C25 0.514 3.005 -3.375  -0.213
Si1 -0.744 3.585 -2.108  0.283
C26 -2.455 2.973 -2.595  -0.203
C27 -0.765 5.471 -2.273  -0.221
As2 -0.224 2.689 0.019  0.875
Si2 1.422 4.218 0.746  0.284
C28 0.877 6.035 0.724  -0.217
C29 2.955 4.115 -0.333  -0.216
C30 1.945 3.837 2.500  -0.223
Si3 -2.059 3.540 1.220  0.255
C31 -2.938 5.089 0.590  -0.222
C32 -3.397 2.213 1.207  -0.223
C33 -1.587 3.851 3.019  -0.216
H13 0.040 3.005 -4.362  0.034
H14 0.863 1.997 -3.152  -0.007
H15 1.382 3.670 -3.397  0.018
H16 -2.874 3.640 -3.355  0.030
H17 -3.153 2.937 -1.756  -0.003
H18 -2.390 1.966 -3.015  0.003
H19 -1.214 5.690 -3.247  0.025
H20 0.246 5.882 -2.269  0.011
H21 -1.341 5.990 -1.508  0.003
H22 0.995 6.497 -0.256  0.007
H23 1.514 6.569 1.436  0.026
H24 -0.161 6.181 1.030  -0.003
H25 2.739 4.221 -1.398  0.014
H26 3.438 3.149 -0.186  0.013
H27 3.635 4.913 -0.020  0.031
H28 1.365 4.391 3.240  0.020
H29 2.999 4.110 2.609  0.037
H30 1.853 2.772 2.713  -0.034
H31 -3.233 5.003 -0.457  0.013
H32 -2.354 6.004 0.700  0.008
H33 -3.848 5.191 1.190  0.027
H34 -3.774 2.035 0.196  0.016
H35 -4.237 2.537 1.829  0.031
H36 -3.040 1.254 1.583  0.000
H37 -1.220 4.869 3.172  0.023
H38 -0.811 3.168 3.370  0.008
H39 -2.474 3.708 3.642  0.027
O11 -2.882 -3.316 1.429  -0.527
S2 -2.640 -2.933 -0.003  0.951
C34 -4.043 -3.645 -0.919  -0.310
C35 -4.500 -2.639 -1.962  -0.237
C36 -4.327 -1.217 -1.383  -0.220
C37 -3.367 -1.264 -0.188  -0.312
H40 -4.781 -3.815 -0.131  0.087
H41 -3.714 -4.594 -1.341  0.085
H42 -5.537 -2.830 -2.248  0.100
H43 -3.883 -2.736 -2.853  0.091
H44 -5.286 -0.810 -1.057  0.100
H45 -3.938 -0.557 -2.158  0.090
H46 -3.870 -1.127 0.772  0.084
H47 -2.558 -0.538 -0.274  0.065
C38 4.468 1.596 -2.983  -0.254
S3 3.865 0.584 -1.611  0.873
C39 3.653 -0.918 -2.572  -0.224
O12 2.472 1.142 -1.426  -0.647
H48 3.698 1.642 -3.754  0.051
H49 5.391 1.167 -3.374  0.047
H50 4.663 2.595 -2.594  0.037
H51 4.639 -1.314 -2.821  0.066
H52 3.080 -0.683 -3.470  0.052
H53 3.144 -1.644 -1.939  0.036


2.
The following is a quantum chemistry calculation of a 3-piece molecular cluster, C4H12NO overall in a non-equilibrium geometry, from OMol25.

Values from the calculation:
Net charge ... +1
LUMO ... -8.101 eV
Total energy ... -7869.3369 eV
Frontier orbital gap ... 0.1899 Eh
Multiplicity ... 1
Energy relative to the best compared isomer or geometry (same formula, charge and spin) ... 4.9541 eV

Last column: natural (NBO) charge in e.
CARTESIAN COORDINATES (ANGSTROEM)
C1 -1.632 -2.123 -0.447  -0.729
C2 -0.795 -1.118 -1.129  0.265
C3 -0.573 0.193 -0.954  -0.308
C4 0.489 1.019 -1.428  -0.112
N1 -0.245 1.057 2.286  -1.118
H1 -1.104 -2.724 0.287  0.324
H2 -2.132 -2.816 -1.114  0.290
H3 -0.090 -1.404 -1.893  0.202
H4 -2.400 -1.656 0.140  0.262
H5 -1.343 0.659 -0.277  0.266
H6 0.144 2.033 -1.643  0.265
H7 0.970 0.568 -2.287  0.230
H8 -0.575 1.001 3.269  0.385
H9 0.629 0.532 2.165  0.381
H10 0.028 2.016 2.055  0.363
H11 1.625 0.570 0.097  0.431
H12 2.842 1.348 0.473  0.487
O1 2.272 0.581 0.808  -0.884


3.
The following is a quantum chemistry calculation of a 2-piece molecular cluster, CH6NO2 overall in a non-equilibrium geometry, from OMol25.

Values from the calculation:
Net charge ... -1
LUMO ... 4.826 eV
Total energy ... -6719.6428 eV
Frontier orbital gap ... 0.2880 Eh
Multiplicity ... 1
Energy relative to the best compared isomer or geometry (same formula, charge and spin) ... 0.1879 eV

Last column: natural (NBO) charge in e.
CARTESIAN COORDINATES (ANGSTROEM)
N1 -0.343 0.858 1.274  -0.921
C1 0.278 1.155 -0.075  0.141
O1 0.301 0.135 -0.944  -0.953
H1 -1.211 0.348 1.225  0.342
H2 0.390 0.327 1.723  0.336
H3 -0.257 2.048 -0.448  0.073
H4 1.309 1.457 0.214  0.067
H5 -0.175 -1.326 -0.749  0.514
H6 0.133 -2.697 -1.445  0.438
O2 -0.425 -2.305 -0.776  -1.038


4.
The following is a quantum chemistry calculation of a 18-piece molecular cluster, C33H101NO30 overall in a non-equilibrium geometry, from OMol25.

Values from the calculation:
Net charge ... 0
LUMO ... -0.152 eV
Total energy ... -98763.5586 eV
Frontier orbital gap ... 0.2913 Eh
Multiplicity ... 1

Last column: Löwdin charge in e.
CARTESIAN COORDINATES (ANGSTROEM)
O1 0.130 3.329 3.584  -0.049
H1 -0.470 3.996 3.918  -0.002
H2 -0.273 3.029 2.770  -0.015
O2 -2.625 1.619 4.359  -0.049
H3 -3.020 1.533 3.492  -0.023
H4 -1.796 1.145 4.293  -0.008
O3 0.982 -4.501 1.787  -0.030
H5 0.334 -4.763 2.441  0.006
H6 1.754 -4.259 2.299  0.038
O4 -3.708 -2.853 -1.075  -0.027
H7 -3.917 -3.077 -1.982  0.044
H8 -2.881 -3.303 -0.901  0.012
O5 4.042 -1.227 2.658  -0.042
H9 4.431 -1.415 1.804  -0.012
H10 3.367 -1.896 2.767  0.013
C1 -1.238 -1.392 1.018  0.001
C2 -0.470 -0.276 0.107  -0.365
C3 -0.189 -0.898 -1.271  -0.146
C4 0.267 0.120 -2.292  -0.152
C5 -0.802 1.252 -2.339  -0.127
C6 -1.099 1.943 -1.058  -0.496
N1 -1.375 0.939 0.010  -0.084
O6 -1.740 1.520 1.223  -0.029
C7 -0.034 2.910 -0.603  -0.027
C8 -2.426 2.738 -1.314  -0.010
C9 0.918 0.034 0.796  -0.006
H11 -0.708 -2.345 1.034  0.050
H12 -2.286 -1.602 0.801  0.061
H13 -1.235 -0.986 2.029  0.068
H14 0.501 -1.742 -1.285  0.103
H15 -1.123 -1.280 -1.684  0.102
H16 0.337 -0.306 -3.293  0.088
H17 1.312 0.340 -2.071  0.106
H18 -1.738 0.934 -2.799  0.112
H19 -0.244 1.920 -2.994  0.125
H20 -0.183 3.852 -1.132  0.088
H21 -0.037 3.061 0.476  0.069
H22 0.942 2.451 -0.762  0.069
H23 -2.859 3.328 -0.506  0.073
H24 -2.307 3.422 -2.153  0.087
H25 -3.172 2.014 -1.639  0.068
H26 1.575 0.717 0.258  0.060
H27 1.486 -0.859 1.060  0.059
H28 0.735 0.453 1.785  0.080
H29 -2.697 1.586 1.247  0.046
C10 -1.504 -5.570 -2.537  -0.261
C11 -0.300 -4.897 -1.774  -0.205
O7 -0.940 -4.296 -0.690  -0.087
O8 -1.117 -6.546 -3.426  -0.051
H30 -2.103 -4.856 -3.102  0.097
H31 -2.352 -5.915 -1.944  0.116
H32 0.211 -4.113 -2.333  0.111
H33 0.416 -5.681 -1.528  0.122
H34 -0.202 -4.118 -0.102  0.040
H35 -1.852 -7.098 -3.704  0.094
C12 -1.766 -4.006 5.414  -0.176
C13 -0.603 -4.974 5.683  -0.251
O9 -0.004 -5.502 4.562  -0.047
O10 -1.394 -2.824 4.714  -0.071
H36 -2.303 -3.700 6.312  0.135
H37 -2.528 -4.528 4.836  0.100
H38 -0.991 -5.777 6.310  0.126
H39 0.192 -4.519 6.272  0.110
H40 0.554 -6.222 4.865  0.112
H41 -0.866 -3.151 3.982  0.073
C14 -1.949 4.897 2.142  -0.205
C15 -2.989 5.910 1.427  -0.160
O11 -4.353 5.448 1.697  -0.095
O12 -1.681 5.306 3.477  -0.086
H42 -1.024 5.077 1.592  0.106
H43 -2.244 3.849 2.183  0.102
H44 -2.774 5.985 0.361  0.104
H45 -2.899 6.941 1.769  0.110
H46 -4.588 5.435 2.628  0.072
H47 -2.546 5.399 3.884  0.094
C16 2.629 4.823 0.644  -0.273
C17 2.682 5.624 2.021  -0.164
O13 3.832 5.263 2.890  -0.088
O14 3.587 5.190 -0.253  -0.046
H48 1.633 4.990 0.233  0.098
H49 2.782 3.783 0.932  0.114
H50 1.805 5.415 2.634  0.095
H51 2.704 6.696 1.821  0.105
H52 4.627 5.619 2.486  0.067
H53 3.064 5.630 -0.928  0.037
C18 0.395 -0.212 6.081  -0.184
C19 1.676 -0.942 5.549  -0.203
O15 1.778 -2.317 5.870  -0.101
O16 -0.582 -0.287 5.056  -0.099
H54 0.505 0.804 6.461  0.123
H55 -0.013 -0.737 6.944  0.110
H56 2.590 -0.678 6.081  0.117
H57 1.781 -0.875 4.466  0.111
H58 1.853 -2.444 6.819  0.082
H59 -0.638 -1.218 4.831  0.028
C20 2.537 4.695 -3.552  -0.154
C21 1.512 5.982 -3.497  -0.212
O17 1.737 6.716 -2.331  -0.064
O18 3.930 5.160 -3.766  -0.079
H60 2.190 3.944 -4.262  0.084
H61 2.459 4.088 -2.649  0.088
H62 0.496 5.603 -3.611  0.108
H63 1.642 6.590 -4.393  0.111
H64 2.606 7.122 -2.386  0.085
H65 4.131 5.952 -3.263  0.060
C22 2.975 -3.326 -0.871  -0.246
C23 4.328 -3.730 -0.155  -0.187
O19 4.992 -2.495 0.090  -0.095
O20 3.277 -2.875 -2.164  -0.049
H66 2.511 -2.637 -0.165  0.101
H67 2.304 -4.185 -0.853  0.093
H68 4.954 -4.318 -0.826  0.118
H69 4.137 -4.203 0.808  0.116
H70 5.260 -2.152 -0.766  0.084
H71 3.594 -3.624 -2.674  0.095
C24 -4.956 0.242 -0.303  -0.236
C25 -5.267 1.290 0.808  -0.186
O21 -4.394 1.159 1.923  -0.085
O22 -5.422 -0.996 0.170  -0.087
H72 -3.884 0.110 -0.447  0.095
H73 -5.388 0.333 -1.300  0.119
H74 -6.281 1.198 1.198  0.124
H75 -5.126 2.252 0.316  0.112
H76 -4.539 0.276 2.273  0.103
H77 -4.744 -1.660 0.028  0.025
C26 2.073 0.887 -6.156  -0.289
C27 1.221 1.756 -7.025  -0.232
O23 1.950 2.757 -7.776  -0.057
O24 2.698 1.522 -5.090  -0.052
H78 2.911 0.436 -6.688  0.123
H79 1.465 0.012 -5.925  0.102
H80 0.521 2.261 -6.360  0.107
H81 0.530 1.169 -7.630  0.118
H82 2.448 3.213 -7.093  0.069
H83 3.405 0.924 -4.837  0.089
C28 -3.468 -4.837 2.006  -0.210
C29 -3.296 -6.413 2.018  -0.216
O25 -2.741 -6.720 3.271  -0.070
O26 -2.283 -4.082 2.165  -0.072
H84 -4.297 -4.568 2.660  0.129
H85 -3.815 -4.749 0.976  0.096
H86 -2.672 -6.800 1.213  0.108
H87 -4.237 -6.935 1.842  0.118
H88 -2.141 -5.984 3.410  0.028
H89 -2.545 -3.209 2.468  0.073
C30 -1.866 -0.788 -6.109  -0.207
C31 -1.604 -1.815 -5.000  -0.268
O27 -2.385 -1.494 -3.904  -0.052
O28 -1.139 0.367 -5.699  -0.072
H90 -2.949 -0.689 -6.177  0.116
H91 -1.531 -1.105 -7.096  0.121
H92 -0.538 -1.855 -4.776  0.122
H93 -1.966 -2.720 -5.488  0.118
H94 -3.234 -1.919 -4.045  0.093
H95 -1.179 0.376 -4.740  0.038
C32 4.782 1.454 -1.386  -0.194
C33 5.024 0.821 -0.001  -0.220
O29 5.358 1.846 0.976  -0.067
O30 6.015 1.968 -2.014  -0.059
H96 4.013 2.217 -1.268  0.105
H97 4.327 0.634 -1.941  0.098
H98 5.807 0.063 0.047  0.109
H99 4.090 0.369 0.331  0.091
H100 5.222 1.549 1.879  0.077
H101 5.799 2.280 -2.896  0.066